1.
Density functional theory data (ωB97M-V/def2-TZVPD) for a cluster of 2 separate species, C2H6OS2 in total in a non-equilibrium geometry.

Last column: Löwdin charge in e.
CARTESIAN COORDINATES (ANGSTROEM)
C  2.1855  1.5786  -0.3350  -0.096
O  2.8724  1.9066  0.6741  -0.051
H  2.1271  2.0221  -1.3663  0.094
H  1.5473  0.7583  -0.2327  -0.013
C  -1.0648  -1.5818  0.5317  -0.538
S  -0.6107  -1.0587  -1.1309  0.351
S  -1.4191  0.8373  -0.9914  0.288
H  -1.0089  -2.7291  0.5462  0.059
H  -0.4381  -1.1070  1.3355  0.052
H  -2.1186  -1.3540  0.7575  0.016
H  -2.0721  0.7276  0.2113  -0.163

Force components x, y, z for each atom (eV/Å):
C 2.601 1.675 3.020
O -2.076 -0.479 -4.081
H 0.708 0.413 0.906
H -1.251 -1.623 0.175
C 0.100 -1.504 0.990
S -0.267 -0.355 0.457
S -0.411 0.925 0.367
H 0.267 1.700 0.134
H -0.405 -0.612 -0.872
H 0.320 -0.014 -0.327
H 0.413 -0.125 -0.769

Relative energy (zero: lowest compared OMol25 entry of this formula, charge and spin) (kJ/mol): 111.69
LUMO (hartree): 0.011
Total energy (hartree): -951.34952
HOMO level (eV): -8.5588
SMILES: C=O.CSS
Kohn-Sham gap (eV): 8.847
F_max (Eh/bohr): 0.090


2.
Density functional theory data (ωB97M-V/def2-TZVPD) for a cluster of 2 separate species, C4H12 in total in a non-equilibrium geometry.

Last column: Löwdin charge in e.
CARTESIAN COORDINATES (ANGSTROEM)
C  0.8468  -2.7733  0.1707  -0.166
C  1.3464  -1.7994  1.3247  -0.166
H  0.7362  -2.1356  -0.7070  0.053
H  1.6890  -3.3435  -0.0927  0.028
H  0.0102  -3.4293  0.3313  0.051
H  2.4904  -1.3870  0.9635  0.121
H  0.7344  -0.9251  1.4597  0.022
H  1.6677  -2.3534  2.2565  0.057
C  -0.5825  2.7309  -0.6809  -0.193
C  -1.7693  1.8511  -0.7462  -0.219
H  -0.5676  3.6332  0.0802  0.097
H  0.3241  2.2753  -0.3205  0.040
H  -0.5836  3.1075  -1.8006  0.103
H  -2.5190  1.9612  -1.5329  0.069
H  -1.5069  0.8063  -0.8650  0.057
H  -2.3165  1.7811  0.1592  0.046

Force components x, y, z for each atom (eV/Å):
C 0.889 2.323 0.694
C 3.745 -1.032 -1.168
H -0.657 -0.115 -0.070
H 1.031 -1.226 -0.206
H -0.465 0.118 0.349
H -3.255 -0.887 0.741
H -0.276 0.093 0.426
H -1.018 0.739 -0.770
C 0.237 3.420 -1.266
C -1.166 -1.958 0.551
H -0.936 -1.382 -1.775
H 0.406 -0.741 -0.692
H 1.261 -0.168 2.394
H 0.322 0.830 -0.064
H 0.587 -0.337 -0.259
H -0.704 0.323 1.115

Relative energy (zero: lowest compared OMol25 entry of this formula, charge and spin) (kJ/mol): 144.17
LUMO (hartree): 0.037
Total energy (hartree): -159.53006
HOMO level (eV): -11.2439
SMILES: CC.CC
Kohn-Sham gap (eV): 12.237
F_max (Eh/bohr): 0.079


3.
Density functional theory data (ωB97M-V/def2-TZVPD) for the molecule C21H17F3N4OS in a non-equilibrium geometry.

Last column: Löwdin charge in e.
CARTESIAN COORDINATES (ANGSTROEM)
C  -4.8435  -4.1324  1.5164  -0.356
S  -3.5439  -4.5458  0.2882  0.907
C  -2.8488  -3.0085  0.1513  -0.791
N  -1.6516  -2.7930  0.5355  0.112
C  -1.3100  -1.4505  0.1800  -0.103
C  0.0627  -0.7088  0.3523  -0.103
C  0.1223  0.6478  0.6601  -0.103
C  1.2508  1.2952  0.9826  -0.140
N  2.3584  0.5840  1.1737  0.124
C  2.3837  -0.7021  0.9886  -0.372
N  3.5942  -1.3557  1.1055  0.032
C  4.7536  -0.7788  1.8291  -0.109
C  5.7077  -0.0106  0.9116  -0.236
C  6.5263  0.8481  1.5588  -0.058
C  7.3488  1.3843  0.5163  -0.085
C  6.9185  0.9171  -0.7563  -0.094
O  5.8323  0.1130  -0.4756  0.004
C  1.2644  -1.4171  0.5833  0.039
C  -2.3831  -0.8872  -0.4213  -0.160
C  -2.4108  0.3654  -1.1425  -0.142
C  -1.4816  0.9295  -2.0534  -0.030
C  -1.7121  2.1034  -2.7649  -0.046
C  -2.9368  2.8088  -2.5603  -0.024
C  -3.8901  2.2742  -1.7383  -0.126
C  -5.1242  3.1512  -1.3550  -0.472
F  -6.0690  2.2341  -1.0407  0.129
F  -4.7095  3.8921  -0.2816  0.131
F  -5.4299  3.9835  -2.4425  0.091
C  -3.5801  1.1660  -0.9487  0.039
N  -3.3720  -1.8847  -0.3474  0.132
H  -4.3185  -3.9995  2.4698  0.043
H  -5.6410  -4.8214  1.6202  0.017
H  -5.2633  -3.2000  1.0609  0.037
H  -0.7763  1.2386  0.7486  0.108
H  1.0719  2.4082  1.3380  0.151
H  3.7138  -2.4162  0.8941  0.182
H  4.4501  -0.1304  2.6043  0.103
H  5.4060  -1.5252  2.1704  0.104
H  6.6599  0.8230  2.6607  0.130
H  8.1648  2.0466  0.6533  0.075
H  7.4011  1.2847  -1.7302  0.139
H  1.3280  -2.4798  0.3267  0.119
H  -0.4796  0.4373  -2.2466  0.139
H  -0.9323  2.6767  -3.2850  0.113
H  -3.1428  3.7021  -3.1658  0.124
H  -4.2832  0.7754  -0.2772  0.105
H  -4.1852  -1.8425  -0.8469  0.120

Force components x, y, z for each atom (eV/Å):
C 0.934 1.863 -0.712
S -1.332 -1.851 -0.034
C 0.656 1.078 0.489
N 3.731 1.491 0.663
C 1.561 -0.587 0.070
C -0.192 -2.519 1.697
C -2.789 0.283 -0.661
C 0.147 1.030 1.822
N 1.495 2.278 0.633
C 0.444 -0.974 -0.829
N 1.666 -2.660 0.714
C -1.156 -0.330 -4.272
C -0.381 2.050 0.173
C 1.401 -0.727 -0.907
C -0.374 -0.330 -2.105
C 1.279 1.924 3.845
O -0.313 -1.200 0.380
C -1.967 -0.352 -1.432
C 0.769 -1.373 0.285
C -2.481 2.903 -1.004
C 1.782 -1.245 -0.438
C -1.161 1.288 1.340
C 1.196 -0.549 -1.615
C -0.162 1.203 1.224
C 3.425 -1.770 -1.619
F -0.764 2.076 0.076
F -1.805 -0.187 -0.939
F -0.537 -1.224 2.511
C 1.132 -0.959 -1.567
N 0.965 1.966 -0.495
H -0.481 0.309 -0.193
H -0.446 -1.025 -0.218
H 0.123 -0.609 1.148
H -0.329 -0.105 -0.377
H 1.328 -2.241 -0.900
H -0.949 2.971 0.544
H -0.391 0.689 0.751
H 0.228 -1.575 0.945
H -0.088 0.495 -1.089
H 0.594 0.499 0.016
H -1.723 -1.378 1.263
H -0.084 0.325 0.422
H -1.380 0.403 0.433
H -0.229 -0.934 -0.097
H 0.145 -0.323 0.523
H -1.035 -0.220 0.988
H -2.452 0.125 -1.450

Relative energy (zero: lowest compared OMol25 entry of this formula, charge and spin) (kJ/mol): 385.72
LUMO (hartree): 0.010
Total energy (hartree): -1802.37760
HOMO level (eV): -8.0960
SMILES: CSc1nc(-c2ccnc(NCc3ccco3)c2)c(-c2cccc(C(F)(F)F)c2)[nH]1
Kohn-Sham gap (eV): 8.362
F_max (Eh/bohr): 0.087


4.
Density functional theory data (ωB97M-V/def2-TZVPD) for a cluster of 5 separate species, C3H16O5 in total in a non-equilibrium geometry.

Last column: Löwdin charge in e.
CARTESIAN COORDINATES (ANGSTROEM)
C  -6.9522  -12.0276  -17.3960  -0.167
O  -5.7301  -12.5485  -17.8875  -0.116
H  -6.8462  -10.9478  -17.2914  0.084
H  -7.8500  -12.2889  -17.9560  0.059
H  -7.1982  -12.5305  -16.4608  0.069
H  -5.8446  -13.4090  -18.2974  0.065
C  -11.1699  -14.1414  -22.8481  -0.129
O  -11.1220  -14.5302  -21.4986  -0.149
H  -10.2894  -13.5218  -23.0185  0.087
H  -11.1966  -15.1029  -23.3608  0.083
H  -12.0596  -13.5661  -23.1039  0.079
H  -10.2677  -14.2776  -21.1407  0.038
C  -11.0839  -15.9954  -16.7849  -0.131
O  -10.5862  -14.8057  -17.4008  -0.130
H  -10.3858  -16.8320  -16.7562  0.084
H  -11.3112  -15.8499  -15.7288  0.085
H  -11.9518  -16.4223  -17.2874  0.072
H  -10.7933  -13.9960  -16.9284  0.098
O  -12.5489  -15.6760  -19.4676  -0.065
H  -12.2041  -15.4654  -20.3353  -0.009
H  -11.8903  -15.3402  -18.8596  -0.029
O  -8.7183  -14.4068  -19.8676  -0.034
H  -7.9761  -14.9496  -19.6015  0.049
H  -9.3476  -14.4931  -19.1515  0.009

Force components x, y, z for each atom (eV/Å):
C -0.374 -0.883 0.436
O 0.169 0.262 -0.359
H -0.075 -0.212 0.085
H 0.224 0.319 -0.913
H 0.288 0.467 0.675
H -0.237 0.066 0.064
C 0.240 -0.429 0.045
O -0.393 0.357 0.922
H -0.030 -0.201 -0.761
H 0.280 0.432 -0.930
H -0.100 0.005 0.253
H 0.192 -0.171 0.190
C -0.339 -0.535 1.033
O 0.471 -0.528 -0.604
H 0.715 0.464 -0.464
H -0.234 0.327 -0.042
H -0.183 0.488 -0.060
H -0.282 -0.319 0.282
O -0.587 -0.502 0.454
H 0.233 0.276 -0.453
H 0.164 0.320 -0.045
O 0.109 0.312 -0.314
H 0.138 -0.193 -0.088
H -0.389 -0.120 0.593

Relative energy (zero: lowest compared OMol25 entry of this formula, charge and spin) (kJ/mol): 199.45
LUMO (hartree): 0.009
Total energy (hartree): -500.02754
HOMO level (eV): -10.2330
SMILES: CO.CO.CO.O.O
Kohn-Sham gap (eV): 10.491
F_max (Eh/bohr): 0.024


5.
Density functional theory data (ωB97M-V/def2-TZVPD) for a cluster of 2 separate species, C4H6N2O2S2 in total in a non-equilibrium geometry.

Last column: Löwdin charge in e.
CARTESIAN COORDINATES (ANGSTROEM)
C  1.2517  0.8273  -0.6209  -0.194
C  0.8684  2.0828  -0.6415  -0.166
C  -0.5829  -0.1613  0.4050  -0.534
C  -2.5979  -0.9438  2.0445  -0.401
N  0.4694  -0.2623  -0.3012  -0.056
N  0.5294  3.2370  -0.5102  0.164
O  3.7116  -1.9744  -1.3070  -0.439
O  2.3820  -1.5892  -3.3045  -0.436
S  -1.5599  -1.5727  0.6874  0.858
S  2.5074  -2.2561  -2.0383  0.850
H  2.2559  0.5857  -0.9382  0.088
H  -0.9557  0.7565  0.8652  0.092
H  -1.9615  -0.6304  2.8662  0.035
H  -3.2319  -1.7658  2.3593  0.029
H  -3.2099  -0.1192  1.6921  0.033
H  0.1237  3.7859  -1.2579  0.077

Force components x, y, z for each atom (eV/Å):
C 0.772 0.345 -0.305
C -0.165 0.031 -0.048
C 0.372 -0.202 -0.257
C 0.348 -0.019 -0.369
N -0.940 -0.785 0.380
N 0.025 0.514 0.480
O -0.416 -0.219 0.121
O -0.304 -0.283 0.287
S -0.248 -0.117 0.193
S 0.572 0.551 -0.321
H 0.121 0.215 -0.048
H 0.111 0.188 -0.033
H -0.075 0.002 0.123
H -0.051 -0.027 0.036
H -0.096 0.036 0.059
H -0.024 -0.230 -0.298

Relative energy (zero: lowest compared OMol25 entry of this formula, charge and spin) (kJ/mol): 213.81
LUMO (hartree): -0.026
Total energy (hartree): -1212.30401
HOMO level (eV): -8.0778
Kohn-Sham gap (eV): 7.367
F_max (Eh/bohr): 0.025


6.
Density functional theory data (ωB97M-V/def2-TZVPD) for a structure of composition C35H24N6O7STa in a non-equilibrium geometry.

Last column: Löwdin charge in e.
CARTESIAN COORDINATES (ANGSTROEM)
Ta  0.2760  -0.0523  0.2234  1.757
C  -3.0928  0.9037  0.8902  0.002
O  -1.7476  1.3537  0.6078  -0.185
C  -1.6677  2.6988  0.3100  -0.211
C  -2.7078  3.6009  0.4799  0.002
C  -2.5031  4.9290  0.1357  -0.043
C  -1.2796  5.3513  -0.3678  -0.054
C  -0.2458  4.4483  -0.5209  0.004
C  -0.4468  3.1178  -0.1826  -0.167
N  0.5686  2.1176  -0.2833  -0.085
N  1.6476  2.6060  -0.7437  0.114
C  2.8116  1.9302  -0.8330  -0.159
C  3.0788  0.7687  -0.1034  -0.277
O  2.1121  0.2576  0.6537  -0.232
C  4.3412  0.1523  -0.1321  0.029
C  5.3172  0.7045  -0.9098  0.035
C  5.1131  1.8970  -1.6596  -0.153
C  6.1515  2.4432  -2.4442  -0.014
C  5.9428  3.5843  -3.1686  -0.054
C  4.6861  4.2125  -3.1335  -0.046
C  3.6596  3.7014  -2.3818  -0.010
C  3.8576  2.5362  -1.6217  -0.085
H  -3.4090  1.3139  1.8483  0.119
H  -3.0805  -0.1699  0.9293  0.076
H  -3.7525  1.2292  0.0873  0.119
H  -3.6595  3.2906  0.8792  0.113
H  -3.3083  5.6357  0.2715  0.118
H  -1.1278  6.3872  -0.6333  0.115
H  0.7166  4.7646  -0.8908  0.107
H  4.5034  -0.7423  0.4505  0.128
H  6.2871  0.2257  -0.9623  0.130
H  7.1118  1.9454  -2.4603  0.121
H  6.7381  4.0039  -3.7676  0.113
H  4.5246  5.1105  -3.7141  0.114
H  2.6957  4.1868  -2.3736  0.104
O  -3.1717  -3.7582  3.8102  0.201
C  -2.4291  -3.1262  3.1290  -0.198
C  -2.4678  -3.0167  1.5749  -0.230
O  -2.9988  -3.7627  0.7970  0.139
C  -1.6147  -1.8539  1.3161  -0.280
C  -0.9384  -1.4238  2.4060  -0.249
O  -0.0287  -0.4757  2.1974  -0.142
C  -1.2769  -2.1938  3.6195  -0.241
O  -0.7663  -2.1812  4.7010  0.174
O  -1.3161  -1.2338  0.1750  -0.243
S  0.4216  -0.1263  -2.1773  0.722
C  0.6073  -1.8670  -2.3744  -0.741
N  0.5068  -2.3614  -3.5808  0.075
N  0.3884  -3.6365  -3.7761  0.054
C  -0.1342  -4.6631  -2.9261  -0.239
C  -1.1279  -4.4020  -1.9897  -0.041
C  -1.6736  -5.4545  -1.2784  -0.064
C  -1.2328  -6.7578  -1.4944  -0.064
C  -0.2535  -7.0062  -2.4430  -0.067
C  0.2964  -5.9571  -3.1689  -0.022
N  0.9490  -2.6716  -1.3329  0.057
N  1.0819  -2.1409  -0.2057  -0.055
C  1.4746  -3.0616  0.8388  -0.221
C  1.2542  -4.4259  0.6708  -0.001
C  1.6171  -5.2942  1.6840  -0.049
C  2.1924  -4.8113  2.8544  -0.055
C  2.4086  -3.4511  3.0090  -0.050
C  2.0545  -2.5670  1.9997  -0.039
H  0.4988  -3.8907  -4.7470  0.160
H  -1.4943  -3.3976  -1.8161  0.114
H  -2.4488  -5.2490  -0.5531  0.087
H  -1.6614  -7.5735  -0.9302  0.111
H  0.0869  -8.0161  -2.6255  0.110
H  1.0610  -6.1455  -3.9112  0.118
H  0.7831  -4.7950  -0.2292  0.091
H  1.4385  -6.3532  1.5624  0.113
H  2.4664  -5.4960  3.6444  0.113
H  2.8482  -3.0676  3.9186  0.117
H  2.2375  -1.5115  2.1290  0.092

Force components x, y, z for each atom (eV/Å):
Ta -1.023 1.192 0.021
C -0.058 0.064 0.063
O 0.170 -0.128 -0.182
C -0.103 0.143 0.012
C 0.067 -0.025 -0.017
C 0.073 -0.052 -0.008
C -0.066 -0.010 0.017
C -0.028 0.097 0.014
C -0.049 -0.154 0.049
N 0.224 -0.135 -0.086
N 0.358 -0.100 -0.070
C -0.140 0.115 -0.130
C -0.196 -0.355 0.193
O 0.939 0.057 0.390
C 0.057 0.202 0.004
C -0.058 -0.024 0.072
C 0.053 0.001 -0.036
C -0.046 -0.011 0.036
C -0.051 0.014 0.019
C 0.064 0.009 -0.038
C 0.012 -0.057 0.056
C 0.083 0.019 -0.061
H 0.002 -0.016 -0.022
H -0.002 -0.060 -0.014
H 0.015 -0.011 0.027
H -0.018 0.040 -0.006
H -0.033 0.033 -0.002
H -0.007 0.024 0.004
H -0.012 0.004 0.008
H -0.008 -0.033 0.028
H 0.025 0.007 -0.004
H 0.026 -0.019 -0.009
H 0.018 0.011 -0.021
H 0.003 0.022 -0.003
H -0.036 0.004 -0.007
O 0.120 -0.059 -0.038
C -0.055 0.029 -0.004
C 0.185 0.033 0.285
O -0.223 0.294 0.194
C 0.083 -0.091 -0.359
C 0.209 0.058 0.372
O 0.080 -0.110 -0.528
C -0.003 -0.109 -0.129
O -0.096 0.061 0.016
O -0.636 -0.909 -0.091
S 0.082 -0.017 0.233
C -0.154 -0.008 0.186
N -0.030 -0.086 -0.033
N 0.069 -0.041 -0.116
C 0.058 -0.097 -0.108
C -0.185 -0.058 -0.056
C -0.053 -0.113 -0.024
C 0.108 0.024 -0.096
C -0.054 -0.023 0.071
C 0.025 0.051 0.116
N 0.144 0.275 -0.029
N 0.040 0.041 0.038
C 0.024 0.260 -0.195
C -0.061 -0.093 0.041
C 0.020 0.039 0.038
C -0.027 -0.017 -0.044
C -0.027 0.024 -0.061
C 0.108 -0.042 0.127
H -0.142 0.062 -0.027
H 0.010 -0.024 0.004
H 0.078 -0.089 -0.134
H -0.020 -0.028 0.020
H 0.004 -0.014 -0.007
H 0.031 0.007 -0.023
H 0.032 0.006 0.016
H -0.007 -0.038 0.001
H -0.002 -0.017 0.029
H 0.019 0.003 0.025
H -0.012 -0.050 -0.007

Relative energy (zero: lowest compared OMol25 entry of this formula, charge and spin) (kJ/mol): 40.21
LUMO (hartree): -0.177
Total energy (hartree): -2658.38540
HOMO level (eV): -10.6102
Kohn-Sham gap (eV): 5.793
F_max (Eh/bohr): 0.031
Charge: +1